Entry from OMol25: a structure of composition CCuF3NNaO4S3 at a distorted geometry (ωB97M-V/def2-TZVPD).

Output
Frontier orbital gap (spin up / spin down): 5.31 / 5.26 eV
E_HOMO (spin up / spin down): -3.73 / -3.67 eV
Charge: -1
Strongest force on any atom: 3.6 eV Å⁻¹
Expectation value of S²: 0.755
Energy relative to the best compared isomer or geometry (same formula, charge and spin): 0.00 kJ/mol
Spin multiplicity: 2
Total energy: -3690.79274 a.u.

Cartesian coordinates (Å):
Na 1.5822 -0.1172 -1.6543
N 0.6386 0.9572 0.1825
S 0.1147 0.3284 1.4351
O -1.2194 -0.4203 1.2059
C 1.2054 -1.1365 1.8771
F 1.7513 -0.9449 3.0778
F 2.1954 -1.2346 0.9748
F 0.5497 -2.2923 1.8848
Cu -1.2147 0.2209 -0.7068
S -1.3480 2.1121 -3.1968
O -2.1259 2.0038 -1.7416
S -1.5339 -0.0068 -3.6196
O -0.6050 -0.6091 -2.4098
O 0.0095 1.1393 2.6908

For reference, the Löwdin charges in units of e are: 0.572 -0.313 0.497 -0.411 -0.676 0.114 0.079 0.124 0.507 0.332 -0.889 0.367 -0.943 -0.360

Entry from OMol25: a structure of composition C39H88INOPS (ωB97M-V/def2-TZVPD).

Output
Frontier orbital gap (spin up / spin down): 8.34 / 8.83 eV
E_HOMO (spin up / spin down): -8.45 / -8.95 eV
Charge: 0
Strongest force on any atom: 0.5 eV Å⁻¹
Expectation value of S²: 0.754
Spin multiplicity: 2
Total energy: -2705.95559 a.u.

Cartesian coordinates (Å):
C -0.4863 3.5564 -4.2848
C 0.4089 2.4357 -4.8171
C -0.4699 1.2796 -5.2811
C 1.4028 1.8696 -3.7975
C 2.5699 2.7811 -3.4063
I 4.1905 1.4850 -2.7401
P 2.2057 3.6992 -1.8469
S 3.4784 5.0277 -1.2428
C 3.1064 3.7106 -4.5195
C 2.3208 3.8713 -5.8526
C 3.2639 3.5511 -7.0101
C 1.8179 5.3086 -6.0129
N 1.1784 2.9160 -5.9877
O 0.5095 3.0428 -7.0686
H 0.0659 4.3879 -3.8566
H -1.1515 3.1568 -3.5166
H -1.0948 3.9400 -5.1041
H 0.0930 0.6063 -5.9263
H -1.3306 1.6413 -5.8387
H -0.8175 0.7191 -4.4094
H 1.7976 0.9406 -4.2122
H 0.8384 1.5908 -2.8994
H 0.9132 4.2063 -2.0429
H 1.9870 2.6373 -0.9585
H 3.2533 4.7045 -4.0872
H 4.1056 3.3756 -4.7830
H 4.1179 4.2307 -6.9885
H 3.6268 2.5243 -6.9349
H 2.7428 3.6633 -7.9588
H 1.1550 5.6153 -5.2065
H 2.6771 5.9813 -6.0051
H 1.2954 5.4160 -6.9627
C -2.3914 1.7537 -1.0933
C -1.0955 1.3570 -0.3943
C -0.5826 -0.0243 -0.8007
C -1.5372 -1.1768 -0.4834
C -1.9372 -1.2802 0.9871
C -0.7634 -1.5282 1.9271
H -3.2100 1.0812 -0.8329
H -2.6980 2.7640 -0.8190
H -2.2757 1.7209 -2.1798
H -1.2367 1.4018 0.6887
H -0.3191 2.0959 -0.6188
H 0.3826 -0.2030 -0.3181
H -0.3845 -0.0288 -1.8786
H -1.0642 -2.1151 -0.7902
H -2.4405 -1.0839 -1.0929
H -2.6554 -2.0991 1.0916
H -2.4699 -0.3752 1.2946
H -0.2327 -2.4439 1.6555
H -1.1123 -1.6382 2.9558
H -0.0451 -0.7066 1.9114
C -1.5910 -3.5990 8.0608
C -0.5290 -2.6753 7.4738
C -0.5223 -2.6358 5.9460
C -0.2556 -3.9803 5.2690
C 1.0581 -4.6510 5.6667
C 2.2903 -3.8193 5.3268
H -1.4299 -4.6371 7.7657
H -1.5844 -3.5642 9.1509
H -2.5899 -3.3112 7.7255
H 0.4561 -2.9792 7.8395
H -0.6872 -1.6597 7.8468
H 0.2211 -1.9047 5.6155
H -1.4888 -2.2589 5.5943
H -0.2603 -3.8259 4.1846
H -1.0831 -4.6648 5.4762
H 1.1231 -5.6162 5.1578
H 1.0527 -4.8755 6.7372
H 2.3223 -3.5919 4.2586
H 3.2086 -4.3492 5.5826
H 2.2986 -2.8712 5.8669
C -4.1852 -0.0255 7.0748
C -4.3118 -1.0859 5.9864
C -3.8072 -0.6226 4.6219
C -4.5528 0.5706 4.0225
C -6.0520 0.3534 3.8327
C -6.3725 -0.7896 2.8763
H -4.7914 0.8548 6.8548
H -4.5086 -0.4118 8.0423
H -3.1478 0.3026 7.1764
H -5.3524 -1.4147 5.9128
H -3.7392 -1.9686 6.2821
H -3.8441 -1.4655 3.9242
H -2.7481 -0.3557 4.7110
H -4.1054 0.8067 3.0508
H -4.3927 1.4531 4.6480
H -6.4935 1.2773 3.4502
H -6.5284 0.1699 4.7999
H -5.9149 -0.6160 1.8989
H -7.4481 -0.8924 2.7275
H -6.0014 -1.7455 3.2506
C -4.5409 -4.8460 2.0225
C -4.6386 -5.8758 0.9034
C -4.1229 -5.3493 -0.4364
C -4.8530 -4.1115 -0.9632
C -6.3630 -4.2791 -1.1259
C -6.7512 -5.3784 -2.1086
H -5.1642 -3.9739 1.8161
H -4.8638 -5.2581 2.9795
H -3.5096 -4.5011 2.1368
H -5.6754 -6.2089 0.8031
H -4.0616 -6.7641 1.1727
H -4.1724 -6.1505 -1.1784
H -3.0610 -5.1024 -0.3319
H -4.4194 -3.8390 -1.9310
H -4.6600 -3.2633 -0.2995
H -6.7839 -3.3284 -1.4635
H -6.8208 -4.4809 -0.1531
H -6.3150 -5.1917 -3.0927
H -7.8336 -5.4361 -2.2295
H -6.4068 -6.3583 -1.7745
C 7.4473 4.4832 -1.5539
C 7.4874 4.2317 -3.0568
C 8.1750 2.9229 -3.4390
C 9.6477 2.8199 -3.0384
C 10.5402 3.9273 -3.5971
C 10.5764 3.9705 -5.1210
H 8.4504 4.5757 -1.1328
H 6.9051 5.4005 -1.3230
H 6.9384 3.6648 -1.0393
H 7.9747 5.0730 -3.5586
H 6.4604 4.2068 -3.4345
H 8.0793 2.7725 -4.5184
H 7.6303 2.0959 -2.9721
H 10.0320 1.8512 -3.3739
H 9.7299 2.8146 -1.9481
H 11.5547 3.7820 -3.2168
H 10.2112 4.8970 -3.2128
H 10.9133 3.0147 -5.5291
H 11.2571 4.7440 -5.4787
H 9.5918 4.1813 -5.5415

Results of the Löwdin charge analysis, in e, for atoms 1 through 99: -0.015 -0.487 -0.024 -0.234 -0.931 0.920 0.256 0.153 -0.202 -0.467 -0.030 -0.022 -0.137 -0.008 0.046 0.075 0.099 0.097 0.088 0.082 0.093 0.090 -0.020 -0.032 0.077 0.061 0.094 0.095 0.084 0.074 0.094 0.089 -0.100 -0.260 -0.224 -0.219 -0.262 -0.096 0.068 0.075 0.057 0.102 0.070 0.106 0.091 0.112 0.101 0.090 0.090 0.078 0.050 0.071 -0.103 -0.260 -0.229 -0.225 -0.267 -0.110 0.067 0.071 0.058 0.098 0.103 0.105 0.083 0.096 0.104 0.104 0.098 0.074 0.069 0.065 -0.102 -0.263 -0.237 -0.222 -0.265 -0.109 0.066 0.070 0.074 0.103 0.077 0.097 0.102 0.099 0.103 0.105 0.099 0.072 0.070 0.058 -0.111 -0.265 -0.226 -0.232 -0.270 -0.111 0.056

Entry from OMol25: an isolated molecule of C2H4NOP at a distorted geometry (ωB97M-V/def2-TZVPD).

Output
Frontier orbital gap (spin up / spin down): 7.00 / 9.20 eV
E_HOMO (spin up / spin down): -6.48 / -10.39 eV
Charge: 0
Strongest force on any atom: 3.6 eV Å⁻¹
Expectation value of S²: 2.017
Energy relative to the best compared isomer or geometry (same formula, charge and spin): 61.95 kJ/mol
Spin multiplicity: 3
Total energy: -549.79786 a.u.

Cartesian coordinates (Å):
C -0.1574 1.6977 -0.5166
C -0.1187 -0.8516 0.8098
N 0.2022 0.8516 -1.3033
O 0.5372 -1.3164 -0.2809
P 0.2335 -0.6495 -1.7635
H -0.4167 0.2676 0.6492
H 0.2310 2.6573 -0.3012
H 0.5375 -1.1649 1.6521
H -1.0487 -1.4918 1.0543

For reference, the Löwdin charges in units of e are: -0.040 -0.248 -0.343 -0.497 0.852 0.044 0.041 0.092 0.100

The lowest strongest force on any atom belongs to which entry?
C39H88INOPS

Among the records above, which one has the lowest total energy?
CCuF3NNaO4S3